1.
C48H123N3O15 | ωB97M-V with the def2-TZVPD basis set

```
189
C48H123N3O15 (ωB97M-V with the def2-TZVPD basis set)
C 0.31014 -3.53205 3.87482
C -0.86470 -4.47328 4.18028
C -0.32428 -5.91492 3.90626
C -1.14854 -7.03952 4.39260
C -1.38009 -6.77001 5.88296
C -2.01705 -5.41446 6.23622
N -1.20458 -4.32729 5.64373
O -1.69650 -3.08675 5.96550
C -3.50974 -5.38360 5.79923
C -1.95460 -5.27181 7.79461
C -2.04455 -4.09154 3.22380
H 0.60495 -3.54626 2.82555
H 1.21663 -3.68580 4.46026
H -0.02788 -2.51980 4.09666
H -0.16498 -6.01677 2.83279
H 0.66529 -6.00161 4.35496
H -0.70723 -8.01686 4.19729
H -2.07990 -7.05940 3.82668
H -0.47235 -6.78128 6.48626
H -1.98408 -7.59781 6.25450
H -4.16810 -6.03079 6.37872
H -3.82823 -4.34117 5.79602
H -3.64745 -5.73384 4.77626
H -2.31770 -6.18435 8.26739
H -0.91646 -5.14602 8.10209
H -2.60143 -4.48448 8.18167
H -2.90190 -4.74885 3.07889
H -1.71735 -3.95029 2.19371
H -2.50114 -3.14334 3.50762
H -0.96247 -2.79636 6.51182
C -3.54194 4.39772 -4.34310
C -2.28240 4.72628 -3.47898
C -2.12087 6.30211 -3.36531
C -3.08627 6.98345 -2.38730
C -2.97206 6.37973 -0.99043
C -3.08864 4.83050 -0.98153
N -2.35156 4.17084 -2.10300
O -2.33219 2.75744 -2.12794
C -2.64227 4.27498 0.36336
C -4.56387 4.38438 -1.06140
C -0.99938 4.13409 -4.17731
H -4.40419 4.96961 -4.00022
H -3.83622 3.35158 -4.25893
H -3.38257 4.50782 -5.41575
H -1.12486 6.58309 -3.02307
H -2.24732 6.77945 -4.33704
H -4.12805 6.95267 -2.70645
H -2.74686 8.01602 -2.30541
H -3.79513 6.81342 -0.42247
H -2.01685 6.68938 -0.56642
H -2.73773 3.19079 0.42275
H -1.62274 4.59769 0.57434
H -3.30840 4.64119 1.14455
H -4.63279 3.30231 -0.94977
H -5.09059 4.94997 -0.29278
H -5.01855 4.65196 -2.01522
H -0.94961 4.63191 -5.14570
H -1.08769 3.07658 -4.42627
H -0.10603 4.29110 -3.57284
H -1.47264 2.62735 -1.72069
C -1.18449 0.27623 -0.34186
C 0.17448 0.64046 0.32116
C 0.64348 -0.58682 1.16754
C 1.25520 -1.75131 0.39020
C 2.33488 -1.20208 -0.43733
C 1.99036 -0.02579 -1.34079
N 1.25258 1.00803 -0.62377
O 1.01319 2.12740 -1.42189
C 3.41250 0.34561 -1.87715
C 1.18538 -0.56441 -2.57152
C 0.07966 1.86765 1.28770
H -1.20576 0.70560 -1.34351
H -2.00490 0.75589 0.19194
H -1.33003 -0.80304 -0.38759
H 1.20449 -0.10318 1.96720
H -0.21546 -1.07497 1.62799
H 0.48344 -2.25731 -0.18984
H 1.59644 -2.55869 1.03812
H 2.76796 -2.07132 -0.93226
H 3.12541 -0.89503 0.24742
H 3.79768 -0.39570 -2.57729
H 3.48392 1.32681 -2.34647
H 4.13747 0.46486 -1.07199
H 0.88374 0.28114 -3.18970
H 1.83124 -1.26301 -3.10342
H 0.28233 -1.08464 -2.25222
H 1.02659 2.18295 1.72590
H -0.65961 1.69319 2.06945
H -0.18088 2.72642 0.66906
H 1.35849 2.87544 -0.92912
C 7.37590 0.43083 -3.46942
C 6.87476 1.06768 -2.21829
O 6.39557 2.36305 -2.38913
H 8.17526 1.09296 -3.80215
H 6.53520 0.36795 -4.16034
H 7.78195 -0.56436 -3.28828
H 7.77995 1.23879 -1.63566
H 6.25408 0.40818 -1.61172
H 6.42431 2.80321 -1.53647
C 4.25178 -1.94485 -5.06306
C 3.04769 -2.13223 -5.97271
O 2.69447 -3.48144 -5.98536
H 4.38190 -0.87609 -4.89299
H 5.16509 -2.39844 -5.44805
H 3.96153 -2.42568 -4.12890
H 3.37309 -1.86745 -6.97875
H 2.18416 -1.48919 -5.80268
H 1.73474 -3.46193 -5.99747
C 4.53538 0.40478 2.30762
C 3.81987 1.76954 2.01755
O 4.72893 2.75814 2.23892
H 5.03152 0.42489 3.27795
H 5.25347 0.30994 1.49309
H 3.88674 -0.47030 2.26767
H 2.89899 1.86892 2.59218
H 3.54270 1.87093 0.96826
H 4.80468 2.73047 3.19552
C 0.24420 -4.27063 -3.60215
C -0.57675 -4.10044 -4.90147
O -0.02062 -3.20257 -5.79082
H 1.32132 -4.38300 -3.72578
H -0.13205 -5.08825 -2.98731
H 0.15584 -3.37397 -2.98870
H -1.54599 -3.63465 -4.72333
H -0.59723 -5.07963 -5.37985
H -0.68208 -3.00362 -6.45753
C 2.14568 2.28516 -5.16904
C 2.95473 2.23473 -6.42331
O 3.73006 3.36790 -6.62181
H 1.34478 3.02302 -5.21618
H 2.73748 2.54173 -4.29037
H 1.72906 1.27824 -5.14373
H 2.31629 2.02765 -7.28215
H 3.63836 1.38689 -6.37947
H 4.52635 3.42103 -6.08824
C -2.57020 0.01137 3.95042
C -2.80047 0.44680 5.40713
O -1.73585 1.26647 5.75931
H -2.43328 0.84187 3.25788
H -3.36105 -0.64366 3.58491
H -1.68551 -0.62470 3.97948
H -2.74692 -0.44386 6.03320
H -3.74592 0.95711 5.59097
H -1.97943 2.19215 5.68591
C -4.48236 -0.47133 -1.25746
C -3.90843 -0.35065 -2.67065
O -4.20436 0.91289 -3.21959
H -5.56877 -0.38728 -1.23013
H -4.12096 0.39890 -0.70957
H -4.10717 -1.35635 -0.74357
H -4.31487 -1.10389 -3.34557
H -2.82878 -0.45919 -2.77393
H -3.71432 1.56050 -2.70767
C -2.33038 -3.87599 -0.77927
C -3.32863 -3.96287 -1.97726
O -4.69156 -3.97322 -1.55817
H -2.42520 -2.87612 -0.35576
H -1.30587 -3.97403 -1.13826
H -2.45576 -4.61426 0.01278
H -3.16661 -4.91072 -2.49051
H -3.18834 -3.10583 -2.63598
H -5.03098 -4.87112 -1.57122
C 0.19659 4.35291 3.82656
C -0.38029 5.65535 4.39341
O -1.79551 5.78920 4.17471
H -0.30639 3.49471 4.27221
H 1.24013 4.25423 4.12555
H 0.10124 4.38714 2.74128
H 0.10495 6.56291 4.03429
H -0.23040 5.65235 5.47305
H -2.20806 6.48340 4.69383
C 2.09507 -5.09972 -0.76500
O 2.47863 -6.17303 -1.65315
H 1.49729 -4.46387 -1.41804
H 1.36742 -5.47646 -0.04619
H 2.91074 -4.53052 -0.31913
H 2.79872 -5.70704 -2.42903
C 1.06019 5.46360 -0.26808
O 1.95360 4.44684 0.03939
H 0.77192 5.87519 0.69918
H 1.54477 6.26390 -0.82737
H 0.09379 5.21399 -0.70611
H 2.64163 4.84393 0.57839
C 1.23931 0.45201 5.47305
O 2.59720 0.84136 5.49264
H 0.80973 0.74656 6.43055
H 0.72996 0.82959 4.58644
H 1.14106 -0.63289 5.43514
H 3.09269 0.14798 5.93459
```

Values from the calculation:
frontier orbital gap: 8.34 eV
E: -3195.1586 a.u.
relative energy (zero: lowest compared OMol25 entry of this formula, charge and spin): 452.26 kJ/mol
maximum force: 3.5 eV Å⁻¹

***

2.
C48H124N4O12 | ωB97M-V with the def2-TZVPD basis set

```
188
C48H124N4O12 (ωB97M-V with the def2-TZVPD basis set)
C 3.30293 -0.54579 -0.28696
O 4.58374 -0.85642 0.11364
C 4.63761 -2.23354 0.53529
C 6.10914 -2.61218 0.83290
C 6.11343 -4.10552 1.07305
N 6.46324 -1.83106 2.03345
H 3.03906 -0.78456 -1.34626
H 3.11639 0.54359 -0.26251
H 2.59388 -1.02005 0.40038
H 3.93167 -2.39275 1.35449
H 4.34493 -2.90325 -0.27078
H 6.64216 -2.37118 -0.05220
H 5.48358 -4.48750 0.27909
H 5.63019 -4.30131 2.05015
H 7.08347 -4.56143 0.98181
H 6.53255 -0.87980 1.70410
H 7.43451 -2.02108 2.29033
C -0.79414 -1.46892 -4.80595
O -0.74969 -2.55053 -3.91422
C 0.57733 -2.74968 -3.47628
C 0.69848 -3.92524 -2.43207
C -0.06727 -3.54846 -1.19797
N 2.06190 -4.10443 -1.99765
H -0.60445 -0.48652 -4.39699
H -1.80382 -1.48004 -5.21378
H -0.11095 -1.68017 -5.60685
H 1.25160 -2.97051 -4.31229
H 0.90313 -1.87871 -2.89209
H 0.28372 -4.81900 -2.86181
H 0.29253 -2.55586 -0.84444
H 0.15243 -4.25873 -0.39179
H -1.13536 -3.47411 -1.42088
H 2.62899 -4.01366 -2.83309
H 2.32296 -3.26331 -1.47612
C 0.53410 4.15264 -4.47230
O 0.78165 2.80936 -4.77021
C 1.29880 2.70630 -6.06430
C 1.42479 1.21110 -6.45040
C 2.43575 0.52729 -5.58546
N 1.79629 0.97210 -7.85182
H 0.16522 4.23402 -3.43906
H -0.27559 4.59315 -5.09215
H 1.45350 4.70103 -4.58209
H 0.56377 3.03103 -6.83190
H 2.29789 3.22312 -6.16253
H 0.48830 0.70094 -6.25988
H 3.42604 0.85873 -5.87500
H 2.36907 -0.53652 -5.76070
H 2.29228 0.69419 -4.53367
H 1.14547 1.24353 -8.58844
H 2.74548 1.28512 -8.01951
C 4.41867 -2.16431 8.10999
O 3.86254 -1.41081 7.03211
C 4.83733 -0.96911 6.14822
C 4.37635 -0.07932 5.00707
C 3.34260 -0.80898 4.12904
N 5.54451 0.32270 4.30917
H 3.52536 -2.61228 8.61490
H 4.98714 -1.48063 8.74350
H 5.01415 -3.02438 7.80644
H 5.56314 -0.37203 6.71443
H 5.42030 -1.83347 5.76414
H 3.88103 0.81951 5.45492
H 2.99511 -0.18877 3.29136
H 2.51870 -1.25551 4.64220
H 3.88784 -1.61186 3.57784
H 5.86165 -0.47732 3.77143
H 5.31900 1.08732 3.69179
C -3.24092 3.26103 -4.86275
C -2.30212 2.49308 -5.78091
O -3.03846 1.87767 -6.80635
C -2.25726 1.02459 -7.66484
C -3.16966 0.36915 -8.65036
H -3.86058 2.58463 -4.26913
H -2.68116 3.84338 -4.14275
H -3.91985 3.83100 -5.49487
H -1.47724 3.09783 -6.15273
H -1.84193 1.70732 -5.16911
H -1.47238 1.59870 -8.18709
H -1.74822 0.23916 -7.07590
H -3.55500 1.04528 -9.42835
H -3.99304 -0.10935 -8.10840
H -2.64696 -0.39514 -9.20086
C 0.45980 -2.13653 9.14976
C 0.33733 -2.45726 7.64135
O 0.17880 -1.19798 6.96436
C -0.00551 -1.21733 5.58566
C 0.08505 0.20836 5.15144
H -0.46983 -1.68170 9.56977
H 0.73071 -3.04811 9.73377
H 1.30338 -1.41294 9.26949
H 1.27940 -2.92127 7.20741
H -0.57795 -3.08774 7.56461
H 0.85422 -1.77711 5.22030
H -0.92944 -1.70546 5.28053
H 1.02883 0.63388 5.43316
H -0.68287 0.84658 5.62628
H -0.04120 0.25519 4.06226
C -2.20311 2.22430 3.01475
C -2.99690 3.53493 2.98436
O -4.18131 3.32919 2.21101
C -4.95223 4.52371 2.07525
C -6.08904 4.19552 1.20772
H -1.86483 1.93287 1.99830
H -1.34666 2.37562 3.65293
H -2.77540 1.44922 3.56817
H -3.23620 3.74184 4.00194
H -2.38615 4.32250 2.56156
H -5.27097 4.89321 3.08289
H -4.37953 5.35821 1.68147
H -6.78031 3.43745 1.61637
H -5.70920 3.85864 0.24160
H -6.69736 5.07483 1.00053
C -4.06661 -2.04139 -2.66761
C -5.25502 -2.17072 -3.58329
O -5.76728 -0.86933 -3.98808
C -5.12105 -0.32682 -5.10369
C -5.79905 0.91724 -5.50910
H -3.21029 -1.53273 -3.10999
H -4.55977 -1.44299 -1.88708
H -3.66305 -2.99297 -2.28007
H -5.04763 -2.63202 -4.55284
H -6.04146 -2.71898 -3.08756
H -4.05773 -0.00868 -4.90736
H -5.09445 -1.07403 -5.90907
H -6.85646 0.68547 -5.68536
H -5.35761 1.28879 -6.44635
H -5.76742 1.75428 -4.76887
C 2.10074 -4.52533 5.00759
C 2.46212 -4.54299 3.54628
O 1.70174 -5.57308 2.91010
C 2.01612 -5.67837 1.53803
C 1.17776 -6.76116 0.93783
H 1.01823 -4.44200 5.11685
H 2.55905 -5.36475 5.47736
H 2.47883 -3.65135 5.54195
H 2.24298 -3.56476 3.04647
H 3.52270 -4.69600 3.45878
H 1.87037 -4.71327 1.04328
H 3.07045 -5.96701 1.46343
H 1.47235 -7.79118 1.11998
H 1.20866 -6.74357 -0.14710
H 0.15509 -6.62995 1.30633
C -4.19525 1.46865 -1.47353
C -5.59020 2.04126 -1.87951
O -5.43773 3.38437 -2.32886
C -6.64337 4.01339 -2.79927
C -6.26913 5.38493 -3.33745
H -4.17910 0.70770 -0.65961
H -3.78666 1.00096 -2.34977
H -3.65908 2.34776 -1.15048
H -6.05398 1.39337 -2.66844
H -6.29551 2.00813 -1.01351
H -7.15634 3.41582 -3.51421
H -7.31555 4.09400 -1.95173
H -5.73754 5.39904 -4.29160
H -5.61993 5.89778 -2.63677
H -7.15916 5.97896 -3.50130
C 1.84426 2.43348 2.23900
C 2.41609 2.74535 3.62381
O 2.84760 4.09654 3.69154
C 3.40773 4.41808 4.96523
C 3.58244 5.92836 5.02489
H 2.61120 2.42918 1.48330
H 1.35585 1.47570 2.24166
H 1.14006 3.20948 1.98400
H 1.69444 2.55213 4.43797
H 3.26033 2.08772 3.88944
H 2.68591 4.17603 5.75372
H 4.29875 3.84982 5.13250
H 2.62799 6.37326 4.67782
H 4.41432 6.20163 4.33495
H 3.78629 6.29012 6.05724
C 0.38845 -1.87998 1.97842
C -0.71012 -1.15008 1.22560
O -0.10045 -0.38098 0.21341
C -0.96994 0.17755 -0.73294
C -0.08724 1.02336 -1.68543
H 1.08701 -1.12053 2.34412
H -0.08797 -2.43556 2.81356
H 0.91513 -2.58447 1.33052
H -1.41398 -1.83316 0.79868
H -1.25126 -0.51538 1.92652
H -1.52141 -0.62664 -1.30462
H -1.71486 0.80770 -0.20564
H 0.60519 1.65225 -1.11067
H -0.66371 1.68635 -2.31999
H 0.53316 0.40908 -2.32277
```

Values from the calculation:
frontier orbital gap: 9.76 eV
E: -3024.8854 a.u.
SMILES string: COC[C@H](C)N.COC[C@H](C)N.COC[C@H](C)N.COC[C@H](C)N.CCOCC.CCOCC.CCOCC.CCOCC.CCOCC.CCOCC.CCOCC.CCOCC
relative energy (zero: lowest compared OMol25 entry of this formula, charge and spin): 0.00 kJ/mol
maximum force: 2.9 eV Å⁻¹